(1)
44
Properties=species:S:1:pos:R:3:forces:R:3 method="wB97M-V/def2-TZVPD" total_charge=0 spin_multiplicity=1 smiles="O=C(ON=C=S)OC(F)(F)C(F)F.CCOS(C)(=O)=O.CCOS(C)(=O)=O"
S 5.266715 -2.867938 1.587850 -2.56 -3.33 -4.72
S -0.785459 2.113365 -2.408314 -0.03 -0.60 0.09
S -2.199512 0.401836 1.951311 -0.17 0.11 0.65
F -0.527361 -4.045011 1.407041 4.86 -0.49 -1.49
F 1.815677 -3.794759 1.989135 -3.00 -0.75 -3.68
F 1.134482 -2.976362 -1.544426 -0.69 1.00 4.53
F -0.482661 -2.003590 -0.084587 4.22 -2.07 -0.30
O 2.883045 -6.465606 1.174058 -3.03 5.90 -7.45
O 3.622540 -5.366276 -0.828930 -4.44 -3.57 1.47
O -2.447004 1.337300 3.262137 -0.30 -1.29 -0.79
O -0.449165 2.943840 -1.272498 -0.34 -0.24 -1.01
O -2.718037 1.085568 0.786621 0.61 -0.49 0.86
O -1.772543 2.514526 -3.389056 0.92 0.17 0.74
O -0.851705 -0.125857 1.996875 -0.90 0.79 -0.26
O 1.139914 -5.154602 0.013202 3.09 1.32 2.15
O 0.588472 1.697150 -3.178825 -0.93 -0.30 0.60
N 3.881283 -4.048279 -0.886547 3.74 3.80 5.88
C 4.545860 -3.729672 0.276795 -0.19 3.06 -0.62
C -1.809398 3.583344 2.593341 -0.02 0.01 -0.40
C 1.907422 3.732232 -3.310557 -0.09 0.27 0.26
C 1.182363 2.634092 -4.066054 0.53 0.79 -0.52
C -1.206510 0.495203 -1.811145 0.15 -0.02 -0.24
C 0.884567 -2.636376 -0.124609 -1.52 0.74 -0.58
C -1.547244 2.406948 3.515169 0.68 1.10 0.08
C -3.330238 -0.896287 2.385682 -0.06 0.08 0.14
C 2.519123 -5.647939 0.146974 2.80 -5.15 5.89
C 0.878043 -3.979453 0.857897 -1.81 0.59 0.44
H -0.508860 2.067209 3.439279 -0.15 -0.12 -0.06
H 1.202874 4.360622 -2.757879 0.09 -0.08 -0.09
H -1.417607 -0.153769 -2.662257 0.13 0.14 0.03
H -3.361145 -1.607277 1.557206 0.14 0.19 0.03
H -2.973441 -1.390181 3.290603 0.00 0.12 -0.13
H -2.865049 3.871049 2.622889 0.15 -0.02 0.10
H 0.434353 3.049965 -4.749395 -0.06 -0.11 0.16
H -2.093843 0.588947 -1.181316 0.25 0.19 -0.16
H 1.659852 -1.898481 0.353214 -1.54 -1.16 -1.56
H 2.463104 4.374620 -3.999166 -0.03 -0.13 0.00
H 2.602310 3.306237 -2.580006 -0.05 0.01 -0.17
H -1.197080 4.443197 2.878550 -0.06 -0.12 0.06
H -1.708479 2.723062 4.551626 -0.16 -0.38 -0.13
H 1.906266 2.083166 -4.676473 -0.28 -0.20 0.22
H -4.320711 -0.464353 2.541105 0.18 0.00 -0.04
H -1.572513 3.330356 1.555749 0.01 0.06 0.11
H -0.372700 0.108234 -1.222269 -0.17 0.16 -0.09

***

(2)
26
Properties=species:S:1:pos:R:3:forces:R:3 method="wB97M-V/def2-TZVPD" total_charge=0 spin_multiplicity=1 smiles="C=C[C@@]1(CCCC)NN1C"
N 2.501302 0.708377 0.195194 -2.41 1.49 1.60
N 1.770355 -0.208801 1.002085 -2.86 -0.33 0.67
C 0.182893 -0.245231 -1.495324 -0.23 -0.16 -0.24
C 0.852252 0.921255 0.787289 3.16 -2.28 -3.53
C -1.012669 -0.848679 -2.235596 0.66 1.14 -1.04
C -1.764895 -1.864368 -1.461775 1.15 -3.03 0.46
C -0.224857 0.672376 -0.306912 2.67 -1.81 0.28
C 2.074008 -0.465046 2.388553 0.52 -0.63 1.65
C 0.521023 1.956419 1.725974 0.60 -0.69 0.95
C -0.717682 2.415708 1.785780 -1.43 1.85 0.02
H -2.731264 -1.948071 -1.884730 -1.11 -0.57 -0.24
H -0.865611 3.088833 2.629574 -0.46 -0.03 -0.21
H 0.782171 -1.088299 -1.127446 0.10 0.27 0.07
H -1.269303 -2.898825 -1.390409 -0.59 1.24 -0.78
H -0.993776 0.133407 0.195612 -0.96 -0.20 0.49
H 1.197401 2.199098 2.563546 -0.25 -0.17 -0.68
H 2.710698 0.275356 2.839110 0.62 0.74 0.05
H 2.208441 0.392250 -0.725064 0.54 -0.04 -0.32
H -0.541706 1.628235 -0.560249 -0.89 1.48 -1.09
H -1.577408 2.388817 1.038931 1.53 -0.46 1.16
H -1.867682 -1.712600 -0.397592 -0.14 0.97 0.31
H 0.677484 0.178447 -2.371632 0.77 0.87 0.80
H 2.655461 -1.438945 2.559199 -1.23 1.11 -0.46
H -1.741271 -0.030087 -2.378377 0.38 -0.06 -0.46
H -0.583139 -1.136809 -3.291185 -1.35 -0.01 1.97
H 1.136379 -0.381681 3.058667 1.21 -0.70 -1.42

***

(3)
52
Properties=species:S:1:pos:R:3:forces:R:3 method="wB97M-V/def2-TZVPD" total_charge=-1 spin_multiplicity=1
O -2.470827 -1.233836 -3.775217 -0.44 3.11 -0.54
O -0.103979 1.224861 -0.290150 -1.54 1.51 -0.58
O -2.618603 0.321527 3.692033 -1.00 -0.10 0.28
O 3.804130 -0.341891 1.954030 3.12 -1.51 -1.51
O 2.585128 1.513401 -3.264188 -1.08 0.57 0.27
O 1.363655 1.221687 3.926782 2.07 0.39 1.22
O -4.140180 1.335272 -0.328451 0.34 -0.26 0.08
O -0.451137 2.291900 -3.155789 1.60 2.40 1.78
O -2.009120 0.355125 -1.696644 0.77 -1.25 2.73
O -0.039272 3.794300 -0.938837 -0.90 -1.23 0.23
O -0.564029 1.043669 2.087353 -1.60 3.51 -0.17
O 1.434545 -1.451207 -2.881751 1.18 -0.07 1.03
N 1.553373 -0.154514 0.578102 -1.49 1.31 -0.17
C 0.586560 -2.356449 1.289611 1.73 -0.40 2.32
C 0.896148 -3.845408 0.978306 -3.37 2.25 -0.79
C -0.879335 -2.142442 1.740631 3.18 4.90 0.31
C 1.014691 -1.446597 0.067032 -1.07 0.56 1.29
C 1.230524 0.979872 -0.372050 1.41 -1.25 0.68
H 0.936898 0.320738 1.351342 1.68 -2.49 -1.10
H -1.291859 0.594894 -0.898941 -0.08 0.68 -2.07
H -1.713568 0.180934 3.412013 0.08 -0.15 -0.45
H -3.694889 2.175298 -0.141717 -0.08 -0.41 -0.15
H 1.856140 -4.064512 0.827448 4.21 -0.49 -0.27
H 0.497500 -4.567043 1.642724 -0.70 -0.50 0.81
H -1.472940 -2.191600 0.931611 -2.29 -0.74 -3.19
H 0.996857 1.890711 3.378653 -0.44 0.68 -0.85
H 3.170483 -0.528523 1.254029 -0.77 0.46 -0.22
H 1.579170 1.562042 -3.130617 1.89 0.61 -0.21
H 1.548791 0.785818 -1.435497 0.02 0.06 1.46
H 0.698448 0.569218 3.955785 -1.11 -1.17 -0.09
H 0.144871 -1.146831 -0.607777 0.89 -1.16 0.60
H -1.401436 -2.605616 2.538585 0.38 -0.56 1.16
H -2.503650 -1.857758 -3.067180 -0.12 -0.27 0.81
H 1.805831 1.779937 0.163827 -0.08 0.08 -1.06
H -3.172788 0.086370 2.927441 0.52 0.15 0.33
H 0.721989 -1.726106 -3.400154 -2.21 -1.20 -0.97
H -3.437927 0.760730 -0.741701 -0.51 0.99 0.15
H -0.813650 -0.936932 1.813485 -0.86 -2.80 0.65
H 0.469823 -3.958328 -0.011870 -0.52 -0.62 -0.30
H 3.025593 2.248051 -2.771453 -1.03 -0.97 -0.52
H 3.331378 0.026879 2.639500 -1.84 1.31 2.22
H -1.094896 1.804710 2.449500 0.47 -1.21 0.36
H 1.708578 -0.727462 -3.417496 1.07 1.31 -0.32
H -0.531988 1.473484 1.116956 0.76 -1.89 0.13
H -0.573174 2.924744 -2.345280 0.72 -1.15 -2.07
H 0.854567 4.096660 -0.916683 0.89 0.33 -0.06
H -2.583636 -0.267460 -3.374208 0.58 -3.29 -0.73
H -2.052572 -0.591270 -1.432203 -0.19 0.59 -0.67
H -1.313224 1.981469 -3.275509 -1.94 -1.19 -0.39
H 1.289344 -1.999578 2.208961 -1.44 -0.82 -2.03
H 0.006735 2.777571 -0.771849 -0.24 0.86 0.48
H 1.816933 -1.980491 -0.482514 -0.64 0.52 0.09

***

(4)
57
Properties=species:S:1:pos:R:3:forces:R:3 method="wB97M-V/def2-TZVPD" total_charge=0 spin_multiplicity=1
Fe 1.719996 -0.076983 -1.226271 -0.01 0.11 -0.07
P -0.372366 0.229555 -0.677841 -0.08 -0.10 -0.02
O 0.084829 -1.830977 -4.470161 0.00 -0.06 0.00
O 1.237490 -0.813159 -2.868374 0.07 -0.11 -0.03
N 2.616315 1.000358 0.211410 0.07 -0.09 0.07
C -0.693641 3.893842 1.037427 0.01 -0.02 -0.02
C -2.201202 -3.657606 0.986826 0.00 0.00 -0.01
C -2.201068 2.481978 2.261533 0.01 0.00 -0.01
C -3.187905 1.683269 -3.279944 0.02 0.00 0.07
C -2.431250 1.431730 -2.145401 -0.08 0.04 -0.05
C -1.764193 0.216082 -4.531065 -0.03 0.01 -0.05
C -2.480590 -3.273348 -0.314225 0.01 0.02 0.00
C 1.787321 -2.862135 -0.181452 -0.04 0.00 -0.02
C 3.296952 0.991908 2.494092 0.02 -0.01 0.00
C 2.820670 0.327632 1.365805 -0.02 0.02 -0.01
C -1.970313 -2.081745 -0.817165 0.00 -0.03 0.01
C -1.843573 1.401141 1.465440 0.02 0.03 0.00
C -1.401722 -2.851709 1.788446 0.01 0.02 0.01
C 2.494357 -3.365280 2.073274 0.02 0.04 0.01
C 2.750339 -2.021994 2.294208 -0.02 -0.02 -0.02
C -0.878924 -1.674086 1.284558 0.00 -0.03 0.00
C -1.318956 0.593972 -2.198235 -0.02 0.01 0.14
C 3.469512 2.997017 1.205483 0.00 -0.01 0.01
C -0.896398 1.555517 0.456983 0.00 0.02 0.02
C -1.625991 3.726652 2.052581 -0.01 -0.01 0.01
C -2.851319 1.073353 -4.478012 0.04 -0.03 -0.02
C 3.618306 2.332859 2.415628 -0.01 -0.01 0.00
C -0.332505 2.813081 0.249272 0.00 0.05 0.04
C -0.978748 -0.020925 -3.407583 -0.07 -0.03 -0.01
C 0.180825 -0.989890 -3.600459 0.13 0.10 -0.03
C 2.011971 -1.499282 0.017898 0.05 0.06 0.08
C 2.958127 2.287486 0.138599 -0.05 0.04 -0.07
C 2.026069 -3.781806 0.829816 -0.01 -0.02 -0.01
C 2.518713 -1.106000 1.267989 0.02 -0.02 0.00
C -1.163979 -1.274872 -0.022496 -0.08 0.04 0.01
H 2.803590 2.763332 -0.823916 0.00 0.00 0.02
H -1.499222 -0.297828 -5.444891 -0.01 0.01 0.00
H -3.096323 -3.898133 -0.948065 0.00 0.00 0.01
H 3.732400 4.038504 1.089860 -0.01 0.00 0.00
H -1.167093 -3.150252 2.802174 0.00 0.00 0.00
H 3.988578 2.856874 3.287290 0.01 -0.01 0.00
H -2.199374 -1.798452 -1.836054 0.00 0.02 0.00
H -2.713495 1.895419 -1.209142 0.00 0.00 -0.01
H -4.041084 2.346928 -3.221407 0.00 0.00 0.00
H 0.382887 2.953208 -0.551500 0.02 -0.01 -0.02
H -1.907661 4.565662 2.675781 0.00 0.00 -0.01
H 2.675774 -4.088538 2.858055 -0.01 0.00 0.00
H 1.403713 -3.204212 -1.136806 0.01 -0.01 0.00
H -2.309916 0.439380 1.629073 -0.01 -0.01 0.00
H -0.247189 4.863646 0.858373 -0.01 0.00 0.01
H -2.936595 2.349034 3.044465 0.00 0.00 0.00
H -3.439023 1.258153 -5.368063 0.01 -0.01 0.00
H 3.419879 0.450593 3.421074 0.01 0.00 0.00
H 1.840121 -4.835438 0.656073 0.00 0.01 -0.01
H 3.140574 -1.705392 3.254741 0.00 0.01 0.00
H -0.228165 -1.072511 1.907601 0.01 0.01 0.00
H -2.599527 -4.585613 1.376700 0.00 0.00 0.00

***

(5)
14
Properties=species:S:1:pos:R:3:forces:R:3 method="wB97M-V/def2-TZVPD" total_charge=+1 spin_multiplicity=1
Br 2.295634 1.706221 0.079488 -0.38 -0.41 -0.05
Br 2.105432 -1.900963 -0.092369 -1.41 2.65 -0.09
N 0.230532 0.348012 -1.359774 0.27 -0.04 -1.15
N -0.586423 -0.774933 1.632352 -0.23 -0.36 0.42
C -1.050306 0.174650 -0.612470 -1.03 -0.12 0.76
C 0.987076 0.382965 -0.085981 1.97 -1.99 0.66
C -0.338418 0.275227 0.764787 0.32 0.17 -0.34
H 0.495508 -0.440883 -1.965565 -0.01 0.14 0.19
H 0.295705 1.209255 -1.915919 0.05 -0.09 0.15
H -0.501407 1.225875 1.282360 0.07 -0.03 -0.17
H -0.396306 -1.700967 1.275599 0.10 0.02 0.00
H -1.500892 -0.803229 -0.770327 0.16 0.04 -0.16
H -1.774558 0.960062 -0.813469 0.12 -0.01 -0.17
H -0.261580 -0.661288 2.581294 -0.02 0.04 -0.06

***

(6)
30
Properties=species:S:1:pos:R:3:forces:R:3 method="wB97M-V/def2-TZVPD" total_charge=0 spin_multiplicity=1 smiles=Cc1ccccc1.Cc1ccccc1
C 2.140970 -1.935821 -1.941294 2.68 -2.19 3.09
C 0.682547 0.001938 -1.321664 -3.51 -1.34 -3.03
C -1.039700 -0.795637 -3.551943 3.09 -2.20 1.52
C -1.127817 0.608326 2.584137 1.61 0.21 -0.18
C -1.384434 0.301587 -2.706437 3.59 -3.88 -1.11
C -0.231108 -0.495846 2.566493 0.92 2.76 -3.01
C 1.027671 -0.379627 1.884221 0.02 0.82 2.75
C 1.674251 0.856661 1.961815 -0.08 1.99 -0.19
C -0.534815 0.670149 -1.726051 2.24 2.69 3.56
C -2.580276 0.333023 2.993190 -1.07 5.68 -4.99
C -0.533404 1.883307 2.239095 -2.29 -0.66 0.25
C 0.854402 1.974748 2.121391 -0.97 -0.08 0.64
C 0.908569 -1.144716 -2.063791 0.29 -0.78 -2.19
C 0.138885 -1.547615 -3.245465 -2.47 5.77 4.42
H 0.486056 -2.312460 -3.783623 1.04 -2.91 -2.12
H 2.124235 -3.026703 -1.538561 -0.91 1.66 -0.20
H -0.611775 -1.427231 2.764521 -0.81 -2.24 0.42
H 1.256606 0.302861 -0.497752 0.67 0.46 0.66
H -3.149882 1.433704 3.004515 1.46 -2.68 0.45
H -1.502818 -1.282699 -4.390266 -1.15 0.94 -0.34
H 2.956454 -1.500189 -1.284386 -1.10 -0.04 -0.53
H -0.629784 1.653053 -1.111561 -0.62 -1.66 -1.32
H 2.666863 -2.162410 -2.828633 0.26 0.36 -1.58
H 1.627369 -1.198832 1.589580 0.20 -1.18 0.02
H -2.649760 -0.085327 3.895878 -0.46 -1.85 3.39
H -1.225442 2.788333 2.058859 1.31 -1.40 0.75
H -3.196534 -0.129831 2.176896 0.89 -0.26 0.89
H -2.138485 0.810361 -3.055813 -4.15 3.15 -0.99
H 2.749655 1.211355 1.909625 -1.11 -1.64 -0.40
H 1.262803 2.943157 2.328536 0.43 0.48 -0.60

***

For the records above, the corresponding strongest force on any atom values read 0.1940 0.1023 0.1137 0.0032 0.0583 0.1492 hartree/bohr.
For the records above, the corresponding energy values read -73929.324 -11531.095 -31796.438 -80728.499 -146280.614 -14774.125 eV.